122
Properties=species:S:1:pos:R:3 method="wB97M-V/def2-TZVPD" energy_ev=-164107.3337 homo_energy_ev=-8.41 multiplicity=1 charge=0
C 1.250 1.280 0.371
O 0.310 2.409 0.249
C -0.057 2.497 -1.178
C -1.386 1.547 -1.405
C -1.181 0.796 -2.883
C -2.436 -0.247 -3.034
C -2.018 -1.802 -3.343
C -0.992 -2.456 -2.202
C 0.592 -2.606 -2.708
C 1.733 -3.276 -1.694
C 3.296 -3.501 -2.136
C 4.375 -3.473 -0.902
C 4.435 -1.919 -0.305
C 5.903 -3.967 -1.355
C 1.190 -3.744 -0.217
C -0.379 -3.590 0.286
N -0.709 -4.087 1.665
C -2.148 -3.878 2.039
C -3.222 -3.223 1.007
P -5.040 -3.033 1.678
O -4.837 -2.302 3.260
Cl -6.040 -1.731 0.322
N -2.971 -2.753 -0.398
C -1.509 -2.945 -0.691
H 2.372 1.653 0.339
H 1.092 0.770 1.437
H 1.087 0.423 -0.419
H 0.793 2.028 -1.873
H -0.340 3.573 -1.543
H -1.450 0.659 -0.619
H -2.405 2.161 -1.357
H -1.287 1.673 -3.686
H -0.118 0.320 -3.010
H -3.071 0.119 -3.975
H -3.172 -0.149 -2.106
H -1.499 -1.879 -4.398
H -3.016 -2.444 -3.277
H 0.948 -2.286 -3.791
H 3.403 -4.562 -2.657
H 3.614 -2.711 -2.950
H 4.089 -4.154 0.018
H 3.626 -1.903 0.571
H 5.485 -1.645 0.143
H 4.078 -1.124 -1.088
H 6.402 -3.249 -2.134
H 5.850 -5.099 -1.720
H 6.523 -4.008 -0.337
H 1.962 -4.235 0.511
H -2.507 -4.212 3.104
H -4.167 -1.548 3.176
C 8.984 2.825 -0.806
C 8.690 2.636 -2.303
C 7.264 2.210 -2.630
F 6.938 1.022 -2.073
F 7.106 2.055 -3.973
F 9.601 1.775 -2.830
F 8.924 3.841 -2.915
O 9.604 1.722 -0.139
C 8.713 0.702 0.312
C 8.934 -0.639 -0.399
F 8.793 -0.522 -1.745
F 8.022 -1.564 0.006
F 7.439 1.151 0.216
F 8.958 0.560 1.643
H 9.724 3.632 -0.735
H 8.116 3.204 -0.253
H 6.538 2.960 -2.298
H 9.935 -1.029 -0.198
C 6.340 -10.751 -2.627
C 7.819 -10.867 -3.032
C 8.763 -9.925 -2.296
F 8.461 -8.623 -2.502
F 10.042 -10.091 -2.731
F 7.924 -10.725 -4.380
F 8.210 -12.154 -2.766
O 5.516 -9.940 -3.468
C 5.552 -8.541 -3.191
C 6.148 -7.720 -4.341
F 7.411 -8.122 -4.642
F 6.231 -6.402 -4.013
F 6.184 -8.337 -2.011
F 4.258 -8.170 -2.989
H 5.914 -11.758 -2.723
H 6.214 -10.504 -1.567
H 8.755 -10.116 -1.217
H 5.541 -7.813 -5.246
C -7.214 1.423 1.418
C -8.737 1.480 1.619
C -9.457 2.527 0.779
F -9.038 3.784 1.046
F -10.794 2.510 1.036
F -9.006 1.632 2.943
F -9.234 0.247 1.281
O -6.423 2.132 2.376
C -6.259 3.526 2.120
C -6.907 4.409 3.193
F -8.236 4.157 3.316
F -6.792 5.728 2.879
F -6.698 3.803 0.869
F -4.916 3.743 2.099
H -6.923 0.374 1.554
H -6.918 1.655 0.389
H -9.326 2.337 -0.292
H -6.442 4.245 4.170
C -7.859 8.464 4.264
C -7.697 8.478 5.793
C -9.000 8.420 6.579
F -9.809 9.473 6.319
F -8.755 8.452 7.918
F -6.946 9.553 6.151
F -6.949 7.378 6.129
O -7.823 9.737 3.613
C -9.060 10.448 3.594
C -9.009 11.754 4.396
F -8.671 11.533 5.693
F -10.224 12.366 4.413
F -10.055 9.619 3.990
F -9.306 10.725 2.284
H -6.986 7.933 3.866
H -8.715 7.861 3.940
H -9.552 7.498 6.368
H -8.278 12.447 3.971